ORCA calculation (the ωB97M-V functional and the def2-TZVPD basis) on the molecule C22H25ClN4O5 in a non-equilibrium geometry.

```
57
C22H25ClN4O5 | OMol25 | the ωB97M-V functional and the def2-TZVPD basis
Cl -0.16106 0.26439 -4.84519
O 0.86326 2.85982 0.53213
O -2.92943 -3.22757 -0.49253
O -2.46445 -3.12839 1.60278
O -1.99789 -0.59548 4.89264
O 0.25067 2.09184 -2.71800
N -2.23618 -2.83908 0.43678
N 2.60741 -0.44005 -0.93176
N 2.52874 2.12488 -0.79312
N -0.91856 -0.98842 2.31310
C 0.55650 3.14335 -1.82929
C -1.09253 -2.06645 0.12982
C 2.81547 0.16660 -2.22926
C -0.68997 -1.07428 4.71299
C -2.26929 -0.49195 2.49301
C -2.25293 -0.46700 -3.30026
C -2.69772 0.51113 -1.16408
C 0.63142 -1.67802 -1.51963
C -1.15968 0.36371 -3.43636
C -0.40448 -1.26627 1.07482
C 0.83529 -0.74823 0.68970
C 1.37014 -0.93094 -0.58113
C -2.82226 -1.00505 3.82281
C 3.25788 1.57416 0.33288
C -3.03591 -0.38464 -2.16043
C -0.06782 -0.56574 3.40411
C -0.82321 1.29333 -2.44678
C -1.59519 1.34024 -1.29400
C -0.56525 -2.22684 -1.15627
C 3.52321 0.07620 0.05634
C 3.06791 1.68877 -2.05922
C 1.31853 2.68153 -0.58258
H 4.53194 -0.05367 -0.34961
H -3.81005 -0.58547 4.01719
H -0.69365 -2.17467 4.69568
H -3.88675 -1.03664 -2.04775
H -2.23784 0.60902 2.52038
H -0.11165 -0.72370 5.56991
H -2.88279 -2.10022 3.78110
H -2.48715 -1.17197 -4.08163
H -3.29858 0.57790 -0.27014
H 4.14221 1.90017 -2.04506
H 1.34808 -0.11208 1.38856
H 2.64458 1.73065 1.22154
H 3.45199 -0.51385 0.96952
H 1.17407 3.84547 -2.39863
H -1.33908 2.01098 -0.48968
H 2.61850 2.22902 -2.88814
H 4.20036 2.11762 0.45802
H 0.01877 0.53058 3.44223
H 0.92192 -1.01062 3.29779
H -1.11648 -2.84599 -1.84681
H -0.34828 3.66474 -1.49927
H 1.02599 -1.86149 -2.50486
H 3.67613 -0.29666 -2.72558
H 1.93184 0.01653 -2.84632
H -2.91665 -0.80122 1.67754
```

Output
LUMO energy in eV: -0.01
SMILES string: O=C(COc1ccccc1Cl)N1CCN(c2ccc([N+](=O)[O-])c(N3CCOCC3)c2)CC1
Relative energy (zero: lowest compared OMol25 entry of this formula, charge and spin) in kJ/mol: 0.0
2S+1: 1
Max |F| in eV/A: 1.32
HOMO-LUMO gap in eV: 7.90

***

ORCA calculation (the ωB97M-V functional and the def2-TZVPD basis) on the molecule C7H10N2OS in a non-equilibrium geometry.

```
21
C7H10N2OS | OMol25 | the ωB97M-V functional and the def2-TZVPD basis
S 0.71158 0.62773 -2.86000
O -4.39838 0.25786 0.52156
N -3.44270 1.14991 0.17145
N -2.61809 -0.90392 0.05620
C -1.05812 0.91622 -0.42543
C -0.17675 -0.02907 -1.39537
C 0.10724 -0.86446 0.98703
C -2.35528 0.43696 -0.08460
C 0.24194 0.25796 -0.00176
C 1.37501 1.32831 0.29124
C -3.82261 -0.93304 0.50721
H 1.39225 2.00960 -0.59946
H 2.36940 0.85885 0.19539
H 0.08763 -0.32543 1.90158
H 1.13402 1.88275 1.10724
H -1.02161 1.96842 -0.57821
H -0.16454 1.69245 -3.17741
H -4.52002 -1.82522 0.39358
H -0.41037 -1.05612 -1.50758
H -0.78380 -1.44841 0.72099
H 1.02725 -1.54653 0.92414
```

Output
LUMO energy (spin up / spin down) in eV: 0.73 / -2.99
Relative energy (zero: lowest compared OMol25 entry of this formula, charge and spin) in kJ/mol: 230.3
2S+1: 3
Max |F| in eV/A: 5.38
HOMO-LUMO gap (spin up / spin down) in eV: 5.08 / 6.58

***

ORCA calculation (the ωB97M-V functional and the def2-TZVPD basis) on a cluster of 6 separate species, C22H56IO11P in total in a non-equilibrium geometry.

```
91
C22H56IO11P | OMol25 | the ωB97M-V functional and the def2-TZVPD basis
I -0.61176 0.00369 1.94959
P -0.15060 -3.75844 0.24128
O -1.60423 2.82404 5.98278
O 4.07304 0.50502 -3.93740
O -6.96367 -2.60300 -2.40739
O 6.90750 1.29682 -4.15301
O 2.89118 6.48988 2.98492
O 1.95145 -4.12378 -3.30843
O -3.75304 0.84068 6.37842
O 0.74237 4.50652 3.38056
O -5.06412 -2.24617 -0.17759
O -0.15513 -2.51339 3.66836
O 1.60623 -2.93067 -5.98518
C -0.73621 -2.11050 2.50710
C 6.24439 1.00992 -2.92040
C -2.83459 3.09232 6.66046
C -5.58963 -2.24713 -2.57088
C -5.91188 -3.09059 0.59294
C -4.72483 -2.82222 -1.44172
C 1.34858 -4.24952 -6.46072
C 3.29417 -4.41162 -3.68221
C -3.38762 1.83270 7.33952
C 5.12077 -0.01625 -3.11551
C 4.16495 0.05376 -5.28402
C -7.73170 -1.55210 -1.82636
C -2.75393 -0.16492 6.22876
C 6.44911 2.50862 -4.74737
C 2.71064 6.30862 1.58491
C 1.10779 5.49854 4.34166
C -1.45056 -3.30825 1.62095
C -1.78478 2.64279 4.58277
C 1.74149 3.50092 3.23090
C 1.60165 -2.75723 -3.54328
C 0.80945 -2.59671 -4.84722
C 1.66083 6.75815 3.66260
H 4.68121 -0.24375 -2.14073
H -0.00780 -2.32753 0.03723
H -7.21460 -1.07972 -0.98712
H 3.79235 -0.97198 -5.35496
H 3.97796 -4.04150 -2.91316
H -7.95827 -0.80235 -2.58731
H -2.62136 3.83966 7.42935
H 3.60680 5.82804 1.18241
H -1.59988 -4.29616 2.26280
H -2.64690 2.00876 4.35686
H 1.67862 2.79759 4.06390
H 5.51242 -0.95241 -3.53247
H 0.87838 -4.00115 -0.76735
H -3.57197 3.52245 5.97135
H 2.17377 -4.54557 -7.11215
H 3.40458 -5.49708 -3.75746
H -5.47559 -1.15835 -2.64019
H -6.71542 -3.52669 -0.00743
H -4.80474 -3.91577 -1.40439
H 5.36039 2.59920 -4.71048
H -5.25726 -2.67826 -3.52087
H 6.90605 3.35998 -4.23855
H 0.42167 -4.25438 -7.03807
H -4.29766 2.10046 7.88629
H 1.87405 7.50549 4.43149
H -3.67927 -2.57101 -1.63884
H 2.74800 3.92453 3.18241
H 0.19775 5.76629 4.88843
H -2.49007 -3.00665 1.15913
H -8.66779 -1.97653 -1.45683
H 1.82518 5.09289 5.06557
H -2.94516 -0.70110 5.29663
H 3.55691 -3.97065 -4.64803
H 0.62269 -4.43828 1.27600
H -5.32034 -3.88999 1.04795
H 0.52092 -1.54598 -4.95464
H 1.27804 -4.97460 -5.64577
H -6.36273 -2.49081 1.38860
H 6.75797 2.51401 -5.79500
H -1.74741 0.25870 6.18027
H 5.18938 0.09781 -5.66467
H -2.81679 -0.86824 7.06176
H -0.10970 -3.19504 -4.82704
H 1.55025 2.96473 2.29877
H 6.99343 0.58481 -2.24435
H -2.67024 1.42706 8.06343
H 1.84851 5.67459 1.35900
H 0.92344 7.18828 2.97349
H -1.90933 3.61541 4.09853
H -1.17386 -4.43061 -0.56202
H -0.88861 2.16221 4.18027
H 2.58609 7.28124 1.10067
H 3.53811 0.69896 -5.90601
H 0.97082 -2.43928 -2.70893
H 2.49632 -2.12227 -3.54703
H 5.86337 1.93003 -2.46055
```

Output
LUMO energy in eV: -0.11
SMILES string: O=C(I)C[PH4].COCCOC.COCCOC.COCCOC.COCCOC.COCCOC
2S+1: 1
Max |F| in eV/A: 8.77
HOMO-LUMO gap in eV: 8.61

***

ORCA calculation (the ωB97M-V functional and the def2-TZVPD basis) on a cluster of 10 separate species, C21H60ClO13 in total in a non-equilibrium geometry.

```
95
C21H60ClO13 | OMol25 | the ωB97M-V functional and the def2-TZVPD basis
Cl 0.42564 -0.35125 -1.45467
O 1.51802 -1.10287 -2.04701
O -4.14418 0.43733 -4.59533
O 5.59826 3.29594 2.77637
O 3.60636 -2.85400 1.18978
O -5.08052 -4.52867 2.30923
O -3.44671 3.37529 -0.04245
O 3.68359 7.03229 -2.72590
O 0.16195 -4.71407 -4.21501
O -0.78032 -0.54501 -2.21975
O -0.57911 -0.19953 7.28162
O 0.18973 -0.80913 -0.15067
O 6.99133 -3.44528 -3.54017
O 0.76837 1.05406 -1.41279
C 4.17556 1.54593 3.30168
C 2.28985 6.24135 -1.03445
C -0.82901 -5.51731 -2.17859
C -5.18850 0.64765 -3.66974
C 6.42027 -2.28335 -2.99088
C -0.32275 -0.50967 5.90348
C -0.50017 -2.04467 5.68937
C -1.15019 0.35264 4.98862
C -4.96668 -4.23068 0.98333
C -1.63959 -6.22966 -4.47158
C -1.05441 -5.08822 -3.62354
C -6.35214 -3.75382 0.47461
C 1.83751 5.72617 -3.43572
C 4.53783 2.61078 2.23045
C -4.08672 5.65554 0.01967
C 2.91757 5.90359 -2.36190
C 5.13224 2.01361 0.88918
C -3.90164 -3.16859 0.86709
C -2.88588 4.67123 0.24862
C 3.59811 -4.22414 0.81485
C -2.31168 4.69519 1.66791
H -1.50069 -2.45041 5.83918
H -3.72449 6.65892 0.24351
H -5.25495 -5.47255 2.32616
H -1.30192 4.28513 1.68579
H -2.69459 -6.40785 -4.26341
H 2.32922 5.38658 -4.34732
H -4.30478 -2.34455 1.45578
H 1.08406 5.00825 -3.11169
H -6.71725 -2.95924 1.12533
H -2.25016 5.74835 1.94211
H 3.52239 0.94436 2.66957
H 3.24074 7.78568 -2.32853
H 5.03974 0.95267 3.60059
H -1.67421 -6.02209 -5.54107
H 3.35383 -4.30436 -0.24439
H 1.72379 7.17229 -1.06657
H -2.07694 4.88541 -0.44983
H 5.27039 2.85681 0.21240
H 6.06038 1.46744 1.05750
H 0.75217 -0.34055 5.84000
H -7.06348 -4.57955 0.49091
H -4.48072 5.78277 -0.98863
H 2.82712 -4.74484 1.38280
H 3.67932 3.23573 1.98451
H -1.51915 -0.09342 7.44490
H -1.75936 -4.25687 -3.62642
H -3.00751 4.16554 2.31860
H -1.00619 1.38732 5.29971
H -4.65914 -5.17181 0.52751
H -1.06410 -7.15410 -4.42361
H 4.50805 -4.79701 0.99356
H 1.33237 6.68415 -3.55906
H -6.23596 -3.45253 -0.56646
H 0.48498 -3.93673 -3.75349
H -0.18321 -2.30355 4.67911
H -5.27361 -0.10115 -2.88223
H 7.07881 -1.41919 -3.07847
H -0.73741 0.20478 3.99071
H 7.60552 -3.17748 -4.22768
H 6.13534 -2.51810 -1.96531
H -3.30950 0.31069 -4.13830
H 6.36965 2.72792 2.83906
H -4.95817 5.49514 0.65445
H -5.10329 1.62034 -3.18528
H -0.27153 -4.75878 -1.62910
H -3.69970 -2.76393 -0.12466
H 1.63057 5.45017 -0.67743
H 5.46029 -2.04769 -3.45024
H 3.07623 6.42093 -0.30132
H 3.69102 2.12097 4.09074
H -0.08551 -6.31384 -2.14918
H 3.55897 5.03796 -2.19639
H 2.73704 -2.56870 0.89915
H -6.16867 0.68946 -4.14474
H 0.19038 -2.50272 6.39750
H -2.98941 -3.49842 1.36423
H -2.72865 2.74913 -0.16035
H -1.76694 -5.85270 -1.73600
H -2.19094 0.04356 5.08573
H 4.38775 1.37754 0.41038
```

Output
LUMO energy in eV: 2.32
Total charge: -1
Relative energy (zero: lowest compared OMol25 entry of this formula, charge and spin) in kJ/mol: 509.2
2S+1: 1
Max |F| in eV/A: 3.54
HOMO-LUMO gap in eV: 8.89